# C14H20I2IrN5O6

A structure of composition C14H20I2IrN5O6 at a distorted geometry (wB97M-V/def2-TZVPD, the Open Molecules 2025 dataset).

Calculated values
Energy above the lowest of the compared OMol25 structures with the same formula, charge and spin (kJ/mol): 142.42
Kohn-Sham gap (alpha / beta) (eV): 7.86 / 7.60
⟨S²⟩: 0.755

Geometry as ORCA input:
```
! RIJCOSX wB97M-V def2-TZVPD def2/J DEFGRID3
* xyz 3 2
Ir 0.1140 0.0784 0.9058
O -1.9970 3.6907 0.3782
C -1.2589 2.6273 0.4516
O -1.5813 1.5912 1.0443
C 0.0778 2.7402 -0.2142
C 0.5682 3.7840 -0.9679
C 1.8780 3.6896 -1.4533
C 2.6538 2.5771 -1.1479
C 2.0918 1.5642 -0.3852
N 0.8362 1.6701 0.0417
C 2.7788 0.2712 0.0391
O 3.9257 0.0400 -0.1699
O 1.9651 -0.6050 0.6773
H -2.8395 3.5795 0.8592
H -0.0510 4.6484 -1.1661
H 2.2841 4.4885 -2.0593
H 3.6803 2.4718 -1.4767
N 1.1510 -2.2994 -1.3358
C 1.1496 -1.3666 -2.3073
C 1.1003 -1.7576 -3.7734
C 0.3335 -2.9783 -4.3014
C -1.0078 -2.6832 -4.9742
N -2.1118 -2.1812 -4.1452
C -2.9560 -2.9652 -3.4740
N -4.0406 -2.4461 -2.9019
N -2.7072 -4.2706 -3.3416
C -0.4145 -0.1862 -1.9654
O -0.5624 0.5166 -2.9014
O -0.9427 -0.3994 -0.8498
H 1.9135 -2.3563 -0.6694
H 0.7094 -3.1861 -1.5378
H 1.8784 -0.5739 -2.1455
H 2.1669 -1.9262 -3.9644
H 0.8364 -0.8767 -4.3597
H 0.2668 -3.7914 -3.5728
H 0.9421 -3.3730 -5.1171
H -1.3629 -3.5692 -5.5051
H -0.8420 -1.9296 -5.7430
H -2.3791 -1.2168 -4.2672
H -4.2908 -1.4807 -3.0376
H -4.7181 -3.0313 -2.4392
H -2.0201 -4.7140 -3.9283
H -3.4225 -4.8798 -2.9738
I -0.7087 -2.0828 2.2192
C -0.0452 -1.1430 4.0112
I 0.6822 0.7466 3.3672
H 0.7698 -1.7169 4.4386
H -0.8772 -1.0090 4.6938
*
```

---

# C14H20LiO10S

A structure of composition C14H20LiO10S at a distorted geometry (wB97M-V/def2-TZVPD, the Open Molecules 2025 dataset).

Calculated values
Energy above the lowest of the compared OMol25 structures with the same formula, charge and spin (kJ/mol): 342.21
Kohn-Sham gap (eV): 5.10

Geometry as ORCA input:
```
! RIJCOSX wB97M-V def2-TZVPD def2/J DEFGRID3
* xyz -1 1
Li 0.3651 -0.3201 -0.5737
S -1.1579 -2.8211 -2.2787
O -1.5599 -2.2611 -3.5257
O -0.7269 -1.7451 -1.4297
O -2.3169 -3.2271 -1.5767
O -0.1309 -3.8031 -2.3057
C -0.0699 2.7949 0.6153
O -0.2939 1.7479 -0.2697
H -0.7499 3.6639 0.3613
H 0.8221 3.0899 0.5763
H 0.0021 2.4069 1.6573
H -0.8119 2.0829 -1.1457
C 1.1071 -0.5711 2.6143
O 0.5651 -0.9831 1.4023
H 2.0101 -0.3421 2.4813
H 0.8701 -1.3241 3.4083
H 0.6731 0.4669 2.7773
H 0.6281 -1.9511 1.3723
C 4.7051 1.5179 -0.3457
C 3.4481 1.1579 -0.6877
C 3.4021 -0.0451 -1.5987
C 4.4991 -0.7481 -1.8717
C 5.7591 -0.4201 -1.3407
C 5.9221 0.8679 -0.5287
O 7.1961 1.2719 -0.0977
O 2.2211 -0.4781 -2.0187
H 4.8191 2.5529 0.2243
H 2.6111 1.8029 -0.7417
H 4.4491 -1.6471 -2.2127
H 6.6601 -0.9911 -1.5867
H 7.1751 1.6939 0.7063
H 2.2141 -1.3111 -2.6897
C -4.8329 0.6469 -0.2987
C -3.7039 -0.1751 -0.3457
C -3.3769 -0.8481 0.9043
C -4.3619 -0.7821 2.0243
C -5.5319 -0.0181 1.9453
C -5.7169 0.6129 0.7173
O -6.7979 1.3169 0.6263
O -2.2839 -1.6111 0.9323
H -4.7739 1.2339 -1.1157
H -2.9409 -0.3001 -1.2017
H -4.2259 -1.4001 2.9893
H -6.3349 0.0499 2.6493
H -7.7829 0.7539 0.6103
H -1.6429 -1.6091 0.1933
*
```

---

Summary of E in hartree
-1969.50103; -1703.45616
(order as listed above)